Entry 1:
{"formula": "H26NeO13", "method": "wB97M-V/def2-TZVPD", "elements": ["H", "O", "O", "H", "O", "H", "O", "H", "H", "O", "H", "O", "H", "H", "H", "H", "O", "H", "O", "H", "H", "O", "O", "H", "O", "H", "H", "H", "H", "H", "H", "H", "H", "H", "H", "H", "Ne", "O", "O", "H"], "positions_angstrom": [[-7.967100, 15.397780, 10.421320], [-6.405390, 11.219110, 11.472580], [-12.665060, 12.570950, 7.629590], [-8.732960, 10.435620, 13.047370], [-10.603010, 15.140010, 8.365490], [-6.657910, 11.704380, 6.748330], [-8.391600, 16.056080, 9.871160], [-6.383090, 11.801660, 12.231760], [-10.442180, 13.380300, 13.141530], [-7.853570, 9.318510, 8.737860], [-9.708910, 9.612000, 11.396680], [-9.514970, 13.406420, 12.905250], [-12.672770, 11.919480, 12.498020], [-6.198170, 14.128210, 11.551770], [-7.857760, 10.108380, 8.197190], [-11.806300, 12.865330, 7.933070], [-8.938160, 10.933170, 13.838920], [-10.941550, 15.611270, 7.604220], [-6.427710, 13.605380, 9.816600], [-9.718820, 10.508030, 14.193980], [-6.283860, 12.701430, 10.096600], [-8.844100, 9.964370, 11.186520], [-11.811130, 14.336330, 10.732950], [-7.128380, 12.656970, 7.826810], [-7.375970, 11.857370, 7.362500], [-11.921910, 13.405180, 10.925070], [-9.043690, 16.461920, 10.442390], [-12.090900, 10.756750, 11.722550], [-11.351950, 14.355160, 9.893290], [-5.582130, 13.885540, 9.466240], [-5.450220, 14.268990, 12.860460], [-8.689950, 9.697470, 10.280300], [-9.203970, 12.513580, 13.054760], [-13.011570, 13.312710, 7.133650], [-9.790650, 15.594940, 8.587610], [-7.334940, 11.033080, 11.340040], [-9.035980, 12.734610, 10.105180], [-6.333140, 14.253730, 12.491060], [-12.573530, 11.575700, 11.610220], [-8.430560, 8.709310, 8.277220]], "forces_ev_per_angstrom": [[0.13, -0.42, 0.17], [0.64, 0.20, -0.45], [-0.13, -0.35, -0.09], [0.35, -0.33, -0.44], [-0.39, -0.26, -0.51], [0.16, -0.09, -0.23], [-0.02, 0.32, -0.47], [-0.01, 0.39, 0.38], [-0.18, 0.16, -0.10], [-0.19, -0.45, 0.39], [-0.23, 0.01, 0.03], [-0.03, 0.73, -0.30], [-0.14, 0.14, 0.29], [-0.14, -0.04, -0.59], [0.21, 0.85, -0.35], [0.29, 0.19, 0.14], [0.07, -0.11, 0.36], [-0.24, 0.04, -0.15], [-0.06, 0.65, -0.61], [-0.16, -0.05, 0.28], [-0.04, -1.04, 0.54], [-0.60, 0.05, 0.93], [-0.25, 0.17, 0.45], [-0.08, 0.40, 0.48], [-0.18, -0.40, -0.15], [-0.09, -0.39, 0.05], [-0.19, 0.10, 0.33], [0.11, -0.17, -0.06], [0.15, 0.31, -0.37], [0.29, 0.21, -0.20], [0.20, 0.12, 0.23], [0.65, -0.29, -1.04], [0.12, -0.31, 0.37], [-0.11, 0.17, -0.05], [0.79, 0.04, 0.48], [-0.45, -0.25, 0.01], [-0.06, -0.01, -0.07], [-0.03, -0.06, 0.66], [-0.03, 0.05, -0.15], [-0.09, -0.29, -0.18]], "nbo_charge": [0.4983, -0.9749, -0.9406, 0.4913, -0.9785, 0.4742, -0.9677, 0.4868, 0.4523, -0.9605, 0.4708, -0.9546, 0.4716, 0.4764, 0.5071, 0.4765, -0.9462, 0.4720, -0.9739, 0.4687, 0.5093, -0.9953, -0.9772, 0.4962, -0.9626, 0.4742, 0.4824, 0.4638, 0.4840, 0.4749, 0.4601, 0.5145, 0.4792, 0.4641, 0.5048, 0.4896, -0.0004, -0.9563, -0.9283, 0.4738], "homo_energy_ev": -9.91, "total_charge": 0, "orbital_gap_ha": 0.360}



Entry 2:
{"formula": "H26O13", "method": "wB97M-V/def2-TZVPD", "elements": ["H", "H", "H", "H", "O", "H", "H", "H", "H", "O", "H", "O", "H", "H", "O", "H", "O", "O", "O", "O", "H", "H", "O", "H", "O", "H", "H", "H", "H", "O", "H", "O", "H", "H", "H", "H", "O", "H", "H"], "positions_angstrom": [[-3.254511, -5.363770, -1.802802], [0.695960, 4.585973, 2.940088], [0.768407, 5.267279, -3.846955], [2.429763, -2.968388, -5.142561], [4.988784, -0.015984, 4.844470], [4.577216, -0.815277, 5.173021], [4.941351, -2.497319, 0.206877], [-4.441174, -1.398381, -5.246060], [1.266458, -3.917881, 4.924253], [5.636963, -2.734945, 0.819975], [0.497284, -0.541443, 0.369774], [0.466896, -0.620769, -0.583655], [-4.984827, -0.356866, 0.625941], [-0.285782, -0.090149, -0.844737], [-3.610852, -1.491923, -5.713032], [4.496367, 0.199375, 4.052395], [-2.459512, 0.567404, 5.284327], [-3.936850, 2.795715, -2.095757], [-5.125938, -1.093562, 1.220587], [1.133933, -3.041688, 4.562392], [4.739793, 2.846312, -0.674426], [-5.660412, -1.708514, 0.718195], [-3.826684, -4.902126, -2.415777], [-0.213781, 4.567687, -4.762263], [0.088572, 4.593477, -3.854430], [3.878889, 3.310813, 0.480995], [-3.327780, -4.126471, -2.672056], [-4.470646, 3.559105, -2.316059], [-2.946126, 0.119042, 4.592663], [1.140696, 3.754668, 3.105504], [0.454472, -2.654364, 5.114246], [4.764231, 3.375383, 0.122895], [-3.044924, 3.050229, -2.332227], [-3.135446, 0.933579, 5.854630], [6.073953, -1.907073, 1.019718], [-3.290908, -0.595621, -5.815605], [2.508014, -2.019491, -5.044099], [2.026625, -1.821049, -4.240908], [0.441525, 3.157012, 3.370462]], "forces_ev_per_angstrom": [[0.12, -0.15, 0.16], [-0.07, 0.24, -0.03], [0.20, 0.17, 0.06], [0.00, -0.24, -0.06], [0.21, 0.12, 0.10], [-0.10, -0.23, 0.09], [-0.19, 0.02, -0.17], [-0.24, -0.02, 0.11], [0.07, -0.24, 0.05], [0.03, -0.21, 0.07], [0.04, -0.04, 0.27], [0.15, -0.11, -0.18], [0.05, 0.23, -0.15], [-0.19, 0.13, -0.10], [0.12, -0.20, -0.03], [-0.12, 0.09, -0.19], [0.28, 0.03, 0.01], [-0.09, -0.26, 0.09], [0.11, 0.00, 0.25], [0.12, 0.12, -0.18], [0.03, -0.12, -0.22], [-0.13, -0.21, -0.10], [-0.24, -0.04, -0.04], [-0.07, -0.04, -0.24], [-0.16, -0.15, 0.19], [-0.25, 0.02, 0.18], [0.12, 0.21, -0.13], [-0.17, 0.18, -0.03], [-0.13, -0.15, -0.22], [0.24, -0.06, -0.11], [-0.19, 0.16, 0.13], [0.19, 0.10, 0.05], [0.29, 0.07, -0.05], [-0.14, 0.10, 0.18], [0.16, 0.20, 0.10], [0.12, 0.22, -0.05], [0.12, 0.15, -0.15], [-0.12, 0.10, 0.23], [-0.17, -0.20, 0.13]], "nbo_charge": [0.4678, 0.4678, 0.4720, 0.4675, -0.9369, 0.4693, 0.4667, 0.4677, 0.4688, -0.9357, 0.4716, -0.9396, 0.4700, 0.4680, -0.9350, 0.4675, -0.9412, -0.9428, -0.9411, -0.9387, 0.4656, 0.4712, -0.9374, 0.4685, -0.9403, 0.4710, 0.4695, 0.4699, 0.4718, -0.9382, 0.4700, -0.9368, 0.4729, 0.4694, 0.4688, 0.4673, -0.9370, 0.4693, 0.4705], "homo_energy_ev": -11.25, "total_charge": 0, "orbital_gap_ha": 0.406}



Number 1: energy -1122.6611 Ha. Number 2: energy -993.6497 Ha.